## P
Here is one molecule with the formula C3H6O2S2 from the OMol25 dataset. Energies are from wB97M-V/def2-TZVPD.

Summary:
LUMO: 0.60 eV
M: 138.21 Da
total charge: 0
gap between HOMO and LUMO: 9.96 eV

Structure (XYZ):
```
13
Properties=species:S:1:pos:R:3:mulliken_charge:R:1
O -0.782 -2.104 0.904 -0.6187
S -1.147 -0.731 0.574 0.8871
S -2.995 -0.407 0.475 -0.3550
C -0.404 -0.355 -0.990 -0.7254
C 0.609 0.794 -0.612 -0.5583
C 0.982 0.441 0.860 -0.5370
O -0.298 0.226 1.525 -0.3067
H -1.055 -0.046 -1.663 0.5588
H 0.306 -1.250 -1.276 0.2441
H -0.005 1.659 -0.780 0.3023
H 1.623 0.868 -1.080 0.3112
H 1.639 -0.363 0.873 0.3798
H 1.526 1.265 1.190 0.4178
```

---

## Q
Here is a 2-piece molecular cluster, C3H6O2S2 overall from the OMol25 dataset. Energies are from wB97M-V/def2-TZVPD.

Summary:
LUMO: 0.41 eV
M: 138.21 Da
total charge: 0
gap between HOMO and LUMO: 10.10 eV

Structure (XYZ):
```
13
Properties=species:S:1:pos:R:3:mulliken_charge:R:1
C -1.046 0.702 1.849 -0.2675
C 1.935 -0.814 -1.558 -0.5269
C 0.789 -1.382 -1.317 -0.3376
O 0.346 0.436 1.344 -0.2579
O -0.687 2.225 -0.276 -0.4412
S -2.370 0.120 0.901 -0.2049
S -0.103 2.031 1.051 0.5005
H -1.041 0.321 2.785 0.5205
H 2.788 -0.716 -0.941 0.2811
H -3.411 0.983 1.211 0.1465
H 2.183 -0.451 -2.557 0.1908
H 0.477 -1.814 -0.343 0.1933
H 0.139 -1.639 -2.149 0.2034
```

---

It is Q that is the least stable of them.

---

## P
Here is a 2-piece molecular cluster, C5H16N3 overall from the OMol25 dataset. Energies are from wB97M-V/def2-TZVPD.

Summary:
LUMO: -6.36 eV
M: 118.20 Da
total charge: +1
gap between HOMO and LUMO: 6.94 eV

Structure (XYZ):
```
24
Properties=species:S:1:pos:R:3:mulliken_charge:R:1
N 3.452 -1.601 -0.079 -0.7363
C -0.364 0.430 -0.777 0.0368
C -1.454 -0.465 -0.910 -0.4225
C -2.704 0.100 -0.045 -0.7123
N -3.943 -0.537 -0.323 -0.5120
C 0.918 0.103 -0.183 -0.6384
N 1.698 1.217 0.371 -0.3414
C 1.090 1.631 1.646 -0.8649
H 3.690 -1.920 -1.019 0.2647
H 3.295 -2.443 0.465 0.2530
H 4.352 -1.243 0.232 0.2371
H -0.329 1.220 -1.523 0.4014
H -1.798 -0.420 -1.949 0.3365
H -1.138 -1.448 -0.571 0.4024
H -2.492 0.031 1.019 0.3691
H -2.803 1.147 -0.320 0.4215
H -3.942 -1.518 -0.072 0.2640
H -4.241 -0.447 -1.285 0.2656
H 1.558 -0.263 -1.017 0.2680
H 0.853 -0.696 0.548 0.4774
H 1.535 2.003 -0.252 0.2817
H 0.984 0.781 2.315 0.3324
H 1.709 2.320 2.211 0.3191
H 0.074 2.020 1.517 0.2972
```

---

## Q
Here is a 2-piece molecular cluster, C5H16N3 overall from the OMol25 dataset. Energies are from wB97M-V/def2-TZVPD.

Summary:
LUMO: -3.09 eV
M: 118.20 Da
total charge: +1
gap between HOMO and LUMO: 10.98 eV

Structure (XYZ):
```
24
Properties=species:S:1:pos:R:3:mulliken_charge:R:1
C 1.914 0.212 -2.291 -0.9312
C 1.310 1.223 -0.148 0.9440
N 1.251 1.204 -1.473 -0.2401
N 2.302 0.651 0.517 -0.3793
N 0.383 1.891 0.537 -0.3570
H 0.487 1.702 -1.893 0.2155
H 3.141 0.303 0.085 0.1724
H 2.311 0.751 1.516 0.2002
H -0.354 2.395 0.064 0.2030
H 0.492 2.011 1.527 0.1893
H 2.900 -0.121 -1.992 0.2910
H 2.049 0.585 -3.302 0.3580
H 1.276 -0.665 -2.451 0.3168
C -1.310 -1.417 1.001 -0.1482
C -2.438 -0.985 1.976 -1.0944
C -1.454 -0.943 -0.431 -0.7817
H -1.220 -2.500 1.073 0.3849
H -0.360 -1.149 1.487 0.1539
H -2.059 -0.544 2.893 0.2976
H -3.094 -0.240 1.525 0.3142
H -0.487 -0.809 -0.901 -0.1164
H -2.036 -0.019 -0.481 0.2844
H -3.045 -1.858 2.198 0.2862
H -1.956 -1.677 -1.034 0.4367
```

---

## R
Here is a 2-piece molecular cluster, C5H16N3 overall from the OMol25 dataset. Energies are from wB97M-V/def2-TZVPD.

Summary:
LUMO: -3.04 eV
M: 118.20 Da
total charge: +1
gap between HOMO and LUMO: 10.75 eV

Structure (XYZ):
```
24
Properties=species:S:1:pos:R:3:mulliken_charge:R:1
C -0.205 -2.288 -1.744 -0.9973
C -0.102 0.138 -2.051 0.8385
N -0.721 -1.018 -2.211 -0.1840
N 1.190 0.168 -1.752 -0.3422
N -0.724 1.297 -2.192 -0.4076
H -1.721 -0.980 -2.351 0.2482
H 1.733 -0.681 -1.748 0.1658
H 1.772 0.953 -1.512 0.2243
H -1.724 1.427 -2.217 0.2016
H -0.260 2.189 -2.150 0.2101
H -0.858 -3.090 -2.057 0.3521
H 0.028 -2.316 -0.700 0.3176
H 0.734 -2.559 -2.236 0.3633
C 0.678 0.496 2.243 0.1261
C 0.179 1.928 2.287 -1.1193
C -0.449 -0.522 2.298 -1.1756
H 1.486 0.185 2.912 0.3471
H 1.227 0.356 1.296 0.0121
H -0.701 2.008 2.933 0.3338
H 0.851 2.713 2.627 0.3443
H -0.588 -0.950 3.291 0.3564
H -0.259 -1.509 1.852 0.2465
H -0.181 2.194 1.292 0.1987
H -1.385 -0.141 1.891 0.3394
```

---

It is P that is the least stable of them.

---

## P
Here is a 2-piece molecular cluster, C2HO3S overall from the OMol25 dataset. Energies are from wB97M-V/def2-TZVPD.

Summary:
LUMO (alpha / beta): 2.98 / 3.88 eV
M: 105.09 Da
total charge: -1
gap between HOMO and LUMO (alpha / beta): 7.42 / 8.23 eV

Structure (XYZ):
```
7
Properties=species:S:1:pos:R:3:mulliken_charge:R:1
C -0.206 1.843 0.144 0.0693
C 0.099 0.711 -0.126 -0.5373
O -1.698 -1.587 1.085 -0.5522
O 1.614 -1.323 0.441 -0.5836
O 0.323 -1.405 -1.663 -0.5884
S 0.340 -1.081 -0.236 0.8212
H -0.472 2.841 0.354 0.3711
```

---

## Q
Here is an isolated ion of composition C2HO3S and charge -1 from the OMol25 dataset. Energies are from wB97M-V/def2-TZVPD.

Summary:
LUMO: 3.89 eV
M: 105.09 Da
total charge: -1
gap between HOMO and LUMO: 7.74 eV

Structure (XYZ):
```
7
Properties=species:S:1:pos:R:3:mulliken_charge:R:1
C -0.228 0.866 0.862 -0.5849
C -1.125 -0.182 0.437 0.2992
O -2.162 -0.774 0.591 -0.4284
O -4.800 -0.871 -0.084 -0.5403
O -3.802 1.228 0.576 -0.5274
S -3.666 0.044 -0.323 0.5688
H 0.831 0.879 0.742 0.2130
```

---

It is P that is the least stable of them.

---

## P
Here is C11H11Cl3N4O6SSr as an isolated structure from the OMol25 dataset. Energies are from wB97M-V/def2-TZVPD.

Summary:
LUMO: -0.68 eV
M: 521.28 Da
total charge: 0
gap between HOMO and LUMO: 7.41 eV

Structure (XYZ):
```
37
Properties=species:S:1:pos:R:3:mulliken_charge:R:1
Sr 0.158 -0.012 0.238 1.6448
O 3.375 -2.777 -0.130 -0.6184
Cl 2.313 -1.850 -0.049 1.3907
O 2.554 -0.635 -0.812 -0.5421
O 2.054 -1.419 1.327 -0.6271
O 1.051 -2.402 -0.542 -0.5737
Cl -0.587 0.912 3.202 -0.1539
C -2.235 1.457 2.777 -0.2684
Cl -2.196 2.418 1.300 -0.0763
H -2.601 2.066 3.595 0.3548
H -2.843 0.577 2.598 0.2295
O -0.630 0.637 -3.512 -0.6094
N -0.320 0.900 -2.325 -0.5127
N 0.350 1.965 -2.072 1.2467
O 0.591 2.194 -0.779 -1.0599
C 0.801 2.946 -3.018 0.1597
C 0.978 4.232 -2.524 -0.3021
C 1.435 5.227 -3.371 -0.4819
C 1.730 4.935 -4.696 -0.4389
C 1.567 3.642 -5.170 -0.5486
C 1.097 2.635 -4.339 -0.2964
H 0.770 4.422 -1.482 0.3786
H 1.570 6.231 -2.991 0.3588
H 2.092 5.713 -5.355 0.3794
H 1.809 3.408 -6.199 0.3621
H 0.969 1.632 -4.709 0.4533
S -2.596 -1.382 0.574 -0.3435
C -3.149 -0.766 -0.913 0.1910
N -2.546 -1.203 -2.066 0.0556
C -2.868 -0.757 -3.289 -0.0907
C -3.893 0.141 -3.404 -0.5489
C -4.511 0.525 -2.219 -0.0259
N -4.164 0.100 -1.014 -0.5383
H -1.796 -1.875 -1.959 0.2327
H -2.304 -1.151 -4.118 0.4006
H -4.189 0.535 -4.363 0.4079
H -5.334 1.233 -2.242 0.4109
```

---

## Q
Here is C11H11Cl3N4O6SSr as an isolated structure from the OMol25 dataset. Energies are from wB97M-V/def2-TZVPD.

Summary:
LUMO: -0.82 eV
M: 521.28 Da
total charge: 0
gap between HOMO and LUMO: 7.80 eV

Structure (XYZ):
```
37
Properties=species:S:1:pos:R:3:mulliken_charge:R:1
Sr -1.164 2.391 0.713 1.6224
O -2.652 3.494 -1.405 -0.5223
Cl -3.615 3.676 -0.330 1.3858
O -4.817 4.279 -0.773 -0.6303
O -2.950 4.477 0.696 -0.5689
O -3.844 2.361 0.257 -0.5754
Cl -2.048 3.135 3.664 -0.1220
C -0.579 2.357 4.285 -0.2677
Cl 0.810 2.753 3.251 -0.1047
H -0.726 1.285 4.246 0.2242
H -0.388 2.732 5.282 0.3604
O -0.987 0.307 2.051 -0.4510
N -0.728 -0.816 1.528 -0.8443
N -0.607 -0.781 0.253 1.2637
O -0.745 0.311 -0.453 -0.9944
C -0.335 -2.008 -0.433 0.1924
C 0.110 -3.130 0.255 -0.1983
C 0.407 -4.279 -0.459 -0.5714
C 0.265 -4.311 -1.842 -0.4752
C -0.188 -3.184 -2.510 -0.5757
C -0.490 -2.023 -1.809 -0.4236
H 0.219 -3.101 1.329 0.4902
H 0.752 -5.157 0.071 0.3822
H 0.498 -5.214 -2.391 0.4112
H -0.317 -3.205 -3.584 0.3902
H -0.848 -1.134 -2.306 0.4517
S 1.244 3.358 -0.891 -0.3970
C 1.805 1.782 -0.730 -0.0402
N 2.110 1.065 -1.859 -0.0029
C 2.542 -0.209 -1.834 -0.2241
C 2.718 -0.826 -0.636 -0.5385
C 2.396 -0.066 0.503 -0.0814
N 1.968 1.173 0.467 -0.1254
H 1.931 1.537 -2.735 0.2926
H 2.721 -0.672 -2.793 0.4165
H 3.048 -1.850 -0.569 0.4364
H 2.484 -0.507 1.491 0.4147
```

---

It is P that is the least stable of them.